Entry 1:
{
  "formula": "C3H6S2",
  "method": "ωB97M-V/def2-TZVPD",
  "homo_energy_ev": [-7.630, -7.285],
  "relative_energy_kcal_mol": 78.9,
  "max_force_ev_per_a": 3.81,
  "orbital_gap_ev": [7.652, 7.113],
  "total_charge": 0,
  "species": ["C", "C", "C", "S", "S", "H", "H", "H", "H", "H", "H"],
  "positions_angstrom": [[0.687, -0.133, 0.525], [1.961, 0.196, -0.109], [-1.686, -0.033, -0.552], [-0.596, 0.895, 0.433], [-3.321, -0.192, -0.004], [0.399, -1.194, 0.747], [2.091, 1.148, -0.522], [2.270, -0.465, -0.896], [2.826, -0.032, 0.617], [-1.445, -0.944, -1.239], [-3.185, 0.753, 0.999]]
}

Entry 2:
{
  "formula": "CH2N2O",
  "method": "ωB97M-V/def2-TZVPD",
  "homo_energy_ev": [-6.561, -11.758],
  "relative_energy_kcal_mol": 41.4,
  "spin_multiplicity": 3,
  "max_force_ev_per_a": 5.73,
  "orbital_gap_ev": [7.049, 11.242],
  "total_charge": 0,
  "species": ["C", "N", "N", "O", "H", "H"],
  "positions_angstrom": [[0.008, 0.429, -1.428], [-0.109, -1.669, 0.837], [0.054, -0.604, 1.225], [0.182, 0.896, -0.311], [-0.022, 1.026, -2.292], [-0.113, -0.078, 1.970]]
}